Formula: C10H24AgClN2O4
Source: OMol25
Level of theory: ωB97M-V with the def2-TZVPD basis set

Output
Energy above the lowest of the compared OMol25 structures with the same formula, charge and spin: 347.9 kJ/mol
Strongest force on any atom: 0.044 hartree/bohr
HOMO energy: -7.106 eV

```
42
C10H24AgClN2O4, DFT ωB97M-V with the def2-TZVPD basis set
Ag 0.59 1.36 0.76
Cl 2.03 4.85 0.70
C -2.87 3.10 1.06
O -2.26 2.19 1.97
C -2.11 2.65 3.29
C -1.60 1.59 4.27
O -0.28 1.20 3.87
C 0.14 -0.09 4.42
H -3.85 3.43 1.43
H -3.04 2.61 0.10
H -2.28 4.00 0.91
H -3.03 3.11 3.64
H -1.40 3.49 3.34
H -2.30 0.77 4.12
H -1.73 1.80 5.33
H -0.51 -0.91 4.12
H 0.04 0.04 5.49
H 1.16 -0.29 4.09
C -2.52 0.08 -4.30
C -1.27 0.82 -3.83
O -0.78 0.60 -2.71
N -0.64 1.64 -4.70
C 0.47 2.49 -4.25
H -2.16 -0.45 -5.18
H -3.38 0.71 -4.50
H -2.89 -0.62 -3.55
H -0.99 1.79 -5.63
H 0.86 2.31 -3.25
H 0.17 3.53 -4.38
H 1.34 2.35 -4.90
C 1.34 -4.19 0.05
C 2.57 -3.26 0.24
O 2.44 -2.12 0.66
N 3.81 -3.66 -0.06
C 4.27 -4.98 -0.59
H 1.31 -4.68 -0.92
H 0.45 -3.57 0.13
H 1.31 -4.84 0.92
H 4.52 -2.98 0.21
H 4.01 -4.95 -1.65
H 3.71 -5.81 -0.15
H 5.35 -5.12 -0.59
```

Formula: C10H24BNO
Source: OMol25
Level of theory: ωB97M-V with the def2-TZVPD basis set

Output
Strongest force on any atom: 0.027 hartree/bohr
Structure (SMILES): CCN(CC)CC.C=CBOCC
HOMO energy: -8.122 eV

```
37
C10H24BNO, DFT ωB97M-V with the def2-TZVPD basis set
C -1.26 1.30 -0.21
C -1.83 2.48 0.07
B -3.16 2.87 -0.67
O -4.32 2.51 -0.07
C -5.41 2.06 -0.87
C -6.67 1.94 -0.02
H -1.23 0.96 -1.25
H -0.78 0.67 0.53
H -1.37 3.13 0.82
H -3.20 3.48 -1.71
H -5.57 2.77 -1.69
H -5.15 1.10 -1.31
H -7.48 2.56 -0.39
H -6.44 2.23 1.01
H -7.04 0.91 0.00
C 1.40 -2.72 -1.34
C 2.29 -1.53 -1.02
N 2.08 -1.02 0.32
C 2.68 0.28 0.55
C 4.21 0.39 0.48
C 2.23 -1.98 1.40
C 3.56 -2.73 1.52
H 0.35 -2.48 -1.15
H 1.50 -2.98 -2.40
H 1.66 -3.61 -0.76
H 2.07 -0.72 -1.71
H 3.34 -1.82 -1.21
H 2.34 0.65 1.53
H 2.25 0.97 -0.18
H 4.69 -0.06 1.34
H 4.49 1.45 0.47
H 4.61 -0.07 -0.42
H 1.44 -2.73 1.30
H 2.01 -1.46 2.34
H 3.89 -3.13 0.56
H 3.45 -3.57 2.21
H 4.36 -2.10 1.92
```

Formula: C10H24F2N4
Source: OMol25
Level of theory: ωB97M-V with the def2-TZVPD basis set

Output
Energy above the lowest of the compared OMol25 structures with the same formula, charge and spin: 0.0 kJ/mol
Strongest force on any atom: 0.021 hartree/bohr
Structure (SMILES): NCCCNCCCC(F)(F)NCCCN
HOMO energy: -8.742 eV

```
40
C10H24F2N4, DFT ωB97M-V with the def2-TZVPD basis set
C 3.75 -0.31 0.48
C 2.91 -1.48 -0.01
C 1.51 -1.05 -0.42
C -0.24 -2.65 0.24
C -1.35 -1.69 0.74
C -2.36 -1.34 -0.37
C -3.39 -0.33 0.07
C -2.36 1.74 -0.75
C -0.83 1.81 -0.74
C -0.28 2.62 0.44
H 4.61 1.37 -0.28
H 2.98 1.32 -0.50
H 4.77 -0.68 0.70
H 3.30 0.07 1.42
H 3.39 -1.95 -0.87
H 2.86 -2.26 0.77
H 1.61 -0.35 -1.29
H 1.06 -0.47 0.42
H 0.11 -1.94 -1.64
H 0.39 -2.94 1.10
H -0.72 -3.60 -0.11
H -1.90 -2.14 1.56
H -0.91 -0.77 1.15
H -1.86 -0.95 -1.27
H -2.89 -2.25 -0.68
H -3.63 1.45 0.83
H -2.74 1.34 -1.72
H -2.79 2.77 -0.70
H -0.45 0.77 -0.67
H -0.46 2.27 -1.66
H -0.86 2.32 1.35
H -0.46 3.69 0.24
H 1.34 1.54 1.10
H 1.56 3.15 1.18
N 3.83 0.75 -0.52
N 0.64 -2.15 -0.80
N -2.89 0.97 0.37
N 1.17 2.41 0.59
F -4.03 -0.77 1.19
F -4.36 -0.28 -0.92
```

Formula: C10H24FN2O2
Source: OMol25
Level of theory: ωB97M-V with the def2-TZVPD basis set

Output
Energy above the lowest of the compared OMol25 structures with the same formula, charge and spin: 60.5 kJ/mol
Strongest force on any atom: 0.052 hartree/bohr
HOMO energy: -11.666 eV
Net charge: +1

```
39
C10H24FN2O2, DFT ωB97M-V with the def2-TZVPD basis set
C 1.93 -2.15 -0.08
C 2.01 -0.67 -0.67
C 2.58 -0.69 -2.14
C 0.70 0.17 -0.47
C -0.37 0.08 -1.61
N -1.59 -0.73 -1.28
O -2.15 -0.38 -0.05
C -1.41 -2.21 -1.35
C -1.09 -2.75 -2.78
F -1.67 -1.93 -3.77
H 1.62 -2.91 -0.83
H 1.12 -2.11 0.71
H 2.87 -2.39 0.46
H 2.80 -0.17 -0.05
H 3.59 -1.18 -2.19
H 2.68 0.31 -2.61
H 1.91 -1.33 -2.79
H 1.00 1.25 -0.38
H 0.30 -0.09 0.55
H -0.75 1.13 -1.77
H 0.00 -0.26 -2.60
H -2.31 -0.46 -1.97
H -2.16 -1.16 0.53
H -0.68 -2.61 -0.60
H -2.40 -2.66 -1.05
H 0.02 -2.63 -2.93
H -1.39 -3.81 -2.93
C 0.91 2.65 2.90
O 1.62 3.63 2.85
N -0.45 2.68 2.89
C -1.23 1.46 2.95
C -1.13 3.96 2.82
H 1.32 1.63 2.96
H -1.86 1.40 2.05
H -1.87 1.49 3.83
H -0.59 0.58 3.00
H -0.83 4.47 1.90
H -0.85 4.57 3.67
H -2.21 3.81 2.82
```

Formula: C10H24FNO2
Source: OMol25
Level of theory: ωB97M-V with the def2-TZVPD basis set

Output
Strongest force on any atom: 0.004 hartree/bohr
Structure (SMILES): NCCOCCCCF.CCOCC
HOMO energy: -9.191 eV

```
38
C10H24FNO2, DFT ωB97M-V with the def2-TZVPD basis set
N 0.71 -2.30 0.53
C -0.59 -1.80 0.08
C -0.54 -0.29 -0.15
O -1.82 0.25 -0.41
C -2.58 0.53 0.75
C -4.05 0.43 0.38
C -4.53 -1.01 0.15
C -4.95 -1.36 -1.27
F -3.88 -1.92 -1.97
H 0.61 -3.18 1.01
H 1.31 -2.48 -0.26
H -0.95 -2.28 -0.83
H -1.34 -2.01 0.85
H 0.07 -0.07 -1.03
H -0.05 0.20 0.70
H -2.34 1.53 1.13
H -2.34 -0.19 1.54
H -4.17 1.01 -0.54
H -4.64 0.93 1.14
H -3.71 -1.71 0.39
H -5.34 -1.25 0.84
H -5.75 -2.10 -1.29
H -5.26 -0.47 -1.83
C 3.84 2.27 -1.58
C 3.16 2.44 -0.24
O 2.51 1.28 0.23
C 3.33 0.14 0.44
C 4.44 0.35 1.45
H 3.13 1.92 -2.33
H 4.24 3.23 -1.92
H 4.67 1.57 -1.54
H 2.37 3.19 -0.31
H 3.89 2.81 0.50
H 3.74 -0.22 -0.51
H 2.64 -0.62 0.81
H 5.18 1.07 1.10
H 4.96 -0.59 1.62
H 4.04 0.70 2.40
```

Formula: C10H24GaIOPSn
Source: OMol25
Level of theory: ωB97M-V with the def2-TZVPD basis set

Output
Strongest force on any atom: 0.040 hartree/bohr
HOMO energy: -10.190 eV
Net charge: +1

```
39
C10H24GaIOPSn, DFT ωB97M-V with the def2-TZVPD basis set
C 0.80 1.62 3.30
O 0.33 2.88 2.87
C 0.58 3.03 1.47
C -0.65 2.62 0.64
C -0.27 2.59 -0.86
C -0.82 1.37 -1.60
Ga 0.29 -0.31 -1.15
C 0.93 -1.13 -2.88
C 1.45 -2.55 -2.74
C 2.58 -2.72 -1.71
I -0.17 -3.95 -2.32
P -1.20 -1.75 -0.02
C -1.02 -1.64 1.83
C -2.98 -1.27 -0.23
H 1.88 1.66 3.46
H 0.53 0.83 2.59
H 0.31 1.41 4.26
H 0.77 4.08 1.26
H 1.42 2.40 1.19
H -1.44 3.36 0.80
H -1.05 1.65 0.98
H 0.82 2.62 -0.92
H -0.61 3.52 -1.32
H -0.75 1.57 -2.67
H -1.87 1.26 -1.32
H 1.48 0.12 -0.15
H 0.11 -1.09 -3.60
H 1.72 -0.49 -3.31
H 1.84 -2.88 -3.71
H 3.04 -1.77 -1.43
H 3.37 -3.36 -2.11
H 2.24 -3.21 -0.79
H -1.76 -2.37 2.24
H -1.35 -0.63 2.11
H 0.01 -1.87 2.13
H -3.31 -1.44 -1.24
H -3.11 -0.22 0.05
H -3.56 -1.85 0.49
Sn -0.60 -2.08 4.39
```

Formula: C10H24I2N5O12P2
Source: OMol25
Level of theory: ωB97M-V with the def2-TZVPD basis set

Output
Strongest force on any atom: 0.025 hartree/bohr
HOMO energy: -4.416 eV
Net charge: -1

```
55
C10H24I2N5O12P2, DFT ωB97M-V with the def2-TZVPD basis set
C 3.65 -1.06 1.86
P 2.27 -0.19 0.95
C 2.79 -0.66 -0.77
C 2.74 1.54 1.13
C 3.92 2.03 0.33
C 3.71 2.36 -1.13
O 2.75 2.52 -1.78
I 5.70 2.61 -2.21
P 1.47 2.69 1.18
O 0.67 2.23 2.57
I -0.45 1.99 -0.40
H 3.94 -1.97 1.32
H 3.28 -1.34 2.85
H 4.53 -0.43 1.96
H 2.78 -1.75 -0.85
H 2.05 -0.26 -1.46
H 3.78 -0.29 -1.07
H 4.37 2.95 0.74
H 4.74 1.31 0.34
H 0.06 2.94 2.80
C -3.33 1.40 2.25
N -4.50 0.56 2.63
O -4.52 -0.60 2.29
O -5.38 1.11 3.27
H -2.63 0.80 1.68
H -3.70 2.23 1.66
H -2.89 1.76 3.18
C -4.16 -2.09 -1.33
N -3.00 -1.28 -0.88
O -1.89 -1.75 -1.02
O -3.26 -0.20 -0.40
H -3.80 -3.03 -1.73
H -4.79 -2.23 -0.46
H -4.70 -1.51 -2.08
C 5.27 -2.86 4.89
N 5.51 -3.91 3.86
O 6.65 -4.06 3.46
O 4.55 -4.55 3.48
H 6.21 -2.39 5.12
H 4.56 -2.15 4.47
H 4.83 -3.36 5.75
C -9.29 -1.82 -1.34
N -7.88 -2.04 -1.77
O -7.52 -3.17 -2.02
O -7.18 -1.05 -1.82
H -9.79 -2.79 -1.33
H -9.26 -1.37 -0.35
H -9.74 -1.14 -2.05
C 2.28 3.17 -4.82
N 2.57 3.82 -6.13
O 2.85 3.12 -7.07
O 2.50 5.04 -6.16
H 2.38 2.10 -4.95
H 2.99 3.55 -4.09
H 1.27 3.45 -4.53
```

Formula: C10H24INbO2
Source: OMol25
Level of theory: ωB97M-V with the def2-TZVPD basis set

Output
Strongest force on any atom: 0.054 hartree/bohr
HOMO energy: -7.287 eV

```
38
C10H24INbO2, DFT ωB97M-V with the def2-TZVPD basis set
C -0.89 -3.71 2.11
C -1.20 -3.24 1.05
C -1.48 -2.58 -0.21
Nb -0.25 -0.66 -0.49
I 2.01 -2.36 -0.03
C -2.11 0.39 -1.07
C -2.95 1.06 0.04
C -3.12 0.26 1.34
C -2.48 2.50 0.35
C 1.09 1.17 -0.76
C 2.37 1.29 0.08
C 2.17 1.16 1.58
O 2.87 2.65 -0.12
H -0.52 -3.98 3.07
H -1.27 -3.31 -1.01
H -2.54 -2.36 -0.29
H 0.01 -1.02 -2.30
H -0.33 -0.20 1.27
H -2.76 -0.33 -1.58
H -1.81 1.14 -1.81
H -3.96 1.17 -0.37
H -2.32 0.52 2.03
H -3.17 -0.82 1.20
H -4.04 0.56 1.85
H -2.80 2.83 1.34
H -1.41 2.63 0.20
H -2.97 3.15 -0.37
H 1.40 1.15 -1.81
H 0.56 2.11 -0.59
H 3.16 0.63 -0.29
H 1.85 0.17 1.90
H 1.42 1.89 1.90
H 3.12 1.36 2.07
H 3.78 2.62 -0.42
O 4.77 -1.79 -2.40
H 4.26 -1.47 -3.17
H 5.40 -2.49 -2.65
H 4.14 -2.10 -1.68
```

Number 1: energy -38448.1176 eV. Number 2: energy -14971.8446 eV. Number 3: energy -22155.2343 eV. Number 4: energy -20542.7740 eV. Number 5: energy -19060.6826 eV. Number 6: energy -88390.3183 eV. Number 7: energy -77547.1493 eV. Number 8: energy -24495.5003 eV.